Record 1
C35H72Cl2N8NbO6P2 as an isolated structure in a non-equilibrium geometry, computed with ωB97M-V/def2-TZVPD.

Properties
Energy in Ha: -3926.036615
Molecular weight in g mol⁻¹: 926.77
Kohn-Sham gap in eV: 4.98
HOMO energy in eV: -4.104

Structure (ORCA input):
```
! wB97M-V def2-TZVPD RIJCOSX def2/J DEFGRID3
* xyz -1 1
H 6.148 4.156 1.169
H 1.419 -4.636 3.730
H 2.245 6.503 -2.115
H 0.275 4.048 -0.387
H -2.796 0.032 6.528
C -3.728 -1.914 -1.912
H 6.019 -2.897 -5.676
H -5.547 2.804 0.278
C -8.462 0.321 -0.182
C -3.183 1.829 5.350
C -3.323 -0.630 1.781
H 4.365 -5.460 -5.378
P 3.055 3.856 -0.935
C -1.332 2.455 3.824
C 0.841 1.060 3.598
H 2.135 -0.524 -3.391
H 3.635 -1.595 -0.415
H -4.065 -2.663 -2.659
C -1.111 0.498 5.235
C 0.752 -0.390 2.954
H -10.398 0.069 2.116
H 1.785 -0.655 2.640
C 0.707 -4.087 3.078
Cl -2.903 -2.606 4.505
C 3.472 -5.373 -4.742
H 5.662 4.057 -2.385
H 2.973 5.676 1.683
H 0.931 1.776 2.761
H 0.518 -0.242 0.812
N 3.448 -1.912 -2.485
N -5.082 -3.600 1.599
H -7.959 -1.388 2.822
C -1.549 -2.894 3.338
H 7.052 -1.313 -3.367
H 5.558 -0.792 -2.647
C -9.061 -1.516 2.787
H -0.993 3.164 3.054
C -5.160 1.885 -0.229
H 5.021 5.436 0.935
H -8.196 -0.683 -0.569
H 0.441 -1.059 3.772
C -0.553 -3.669 3.841
C 5.175 2.322 -0.251
H -0.752 0.613 1.666
H 3.477 6.619 -3.337
C 4.438 -5.233 -2.561
H 1.896 6.861 0.929
H -4.391 -1.930 -1.031
H -3.236 3.539 4.027
H -9.930 -1.084 0.781
O -8.477 0.286 1.250
Nb -1.555 -2.023 1.247
N -1.652 -1.323 -0.755
C 3.701 -2.408 -1.144
H 5.710 2.302 -1.212
H 5.893 2.093 0.538
H 5.733 -0.732 -4.404
C 2.258 -1.062 -2.452
H 1.238 -3.255 2.594
N 3.697 -4.516 -3.580
H 2.978 -3.178 -0.849
H -9.225 -2.574 2.506
H 7.338 -3.164 -4.520
O -6.156 0.882 -0.191
C 4.808 4.521 -2.878
H 2.343 -0.296 -1.675
C 5.475 4.593 0.426
H 2.315 5.277 -3.385
N 5.468 -2.707 -3.611
C 0.791 4.675 0.337
H -4.073 1.801 1.649
H 0.156 5.553 0.492
C -2.625 2.694 4.375
C -2.391 0.732 5.784
C -3.966 -3.671 1.272
H 1.358 -1.648 -2.259
H -7.662 2.341 -0.204
H -4.194 1.995 5.752
C 2.648 6.094 0.721
H 5.509 -5.342 -2.786
C 2.918 5.906 -2.724
C 5.969 -1.313 -3.507
H -3.762 -0.908 -2.379
H 6.134 -4.397 -4.747
N 4.511 3.602 -0.010
H -4.052 -1.078 2.489
O -2.834 -3.598 0.644
C -1.586 -3.378 -2.200
C -7.411 1.354 -0.649
C -0.541 1.345 4.237
H -7.371 1.430 -1.758
H 5.225 5.302 -3.516
C -9.576 -0.540 1.678
H 4.344 -4.791 -1.575
H 4.718 -2.792 -1.040
H 4.454 1.503 -0.262
N 2.108 5.075 -0.156
H -0.537 -3.509 -1.871
H -9.470 0.655 -0.521
H -1.691 -3.396 -3.300
H -0.135 -3.076 0.683
H 6.108 4.984 -0.384
H 0.860 4.131 1.286
H 3.473 6.635 0.254
H -4.844 2.175 -1.255
H 4.034 -6.243 -2.448
H 4.334 3.769 -3.515
C -2.238 -2.157 -1.541
O 2.313 -2.733 -4.444
H 0.393 -4.825 2.311
N 3.854 5.098 -1.900
H 1.654 1.131 4.344
C -0.159 -0.329 1.697
C 6.272 -3.317 -4.698
H 2.665 -4.984 -5.365
H -2.842 0.208 2.347
H -2.131 -4.268 -1.815
H -9.514 -1.277 3.766
Cl -0.631 -4.320 5.523
C -3.939 1.363 0.641
O -3.951 -0.041 0.618
H -3.015 1.698 0.117
H -0.532 -0.373 5.579
H 3.174 -6.379 -4.441
P 3.734 -2.816 -3.923
O 2.337 2.702 -0.247
*
```

Record 2
C35H72N2O37 as an isolated structure in a non-equilibrium geometry, computed with ωB97M-V/def2-TZVPD.

Properties
Relative energy (zero: lowest compared OMol25 entry of this formula, charge and spin) in kcal per mole: 746.4
Energy in Ha: -4268.853833
Molecular weight in g mol⁻¹: 1112.94
Kohn-Sham gap in eV: 9.14
HOMO energy in eV: -9.273

Structure (ORCA input):
```
! wB97M-V def2-TZVPD RIJCOSX def2/J DEFGRID3
* xyz 0 1
C -1.753 1.678 -4.022
O 4.535 -1.162 -2.387
O 2.771 -2.441 -2.303
O 0.003 -5.321 0.958
H -0.625 0.829 6.813
H -1.818 1.274 0.843
H -0.087 6.347 -1.012
H -1.427 -1.803 3.160
H 3.684 0.018 -1.225
O 0.338 -1.295 -4.411
C -2.680 0.365 -2.268
C -2.449 -4.657 0.345
H -1.831 2.189 3.083
H -1.440 2.048 -1.770
O -1.246 -3.777 -1.905
H 1.041 4.081 6.276
H -3.902 -0.646 2.462
O 2.552 1.677 -0.463
O -2.545 0.324 3.798
H -0.921 4.281 -5.694
H 1.548 -3.607 -7.250
C -1.748 3.910 0.534
H -2.279 -0.754 2.011
H -1.306 1.689 5.481
O -2.079 -3.290 -3.877
H 1.840 -3.718 -0.812
O 0.383 -2.113 -6.454
C 4.027 -2.257 -1.863
C 1.777 3.408 3.625
H 1.372 3.602 4.618
H -3.371 2.041 3.907
H -0.451 6.423 0.655
H 0.460 2.521 1.132
H -3.240 -5.095 -0.264
H -3.173 3.327 2.766
H -1.342 -2.540 -0.490
O -3.898 -1.196 4.819
H -3.466 1.257 0.171
H 3.107 -2.408 0.991
H 2.205 2.406 3.602
H -0.470 -1.812 1.673
C -2.016 -2.954 -2.557
O 2.662 4.472 3.220
O -2.607 3.029 0.081
O 1.088 -3.335 1.299
O 0.770 0.481 1.181
C -2.751 1.831 0.759
O -2.366 3.521 4.662
H -0.513 -3.244 2.791
H 0.053 -6.521 2.613
H 6.097 0.040 -2.949
O -1.380 4.881 -0.360
C 0.564 -4.211 0.352
H 0.989 -2.456 -8.364
H 0.049 -2.866 -1.327
H 0.086 -4.919 3.165
H -2.339 -5.175 1.298
O -0.201 3.420 4.170
O -2.263 -0.076 5.966
H 1.738 -1.841 0.047
H -0.297 2.584 -2.970
H -0.836 -1.369 -1.742
C 0.759 -2.325 -5.182
C 3.491 0.576 -0.309
C -0.293 -5.524 2.342
O 0.563 -4.037 -0.846
C -0.652 3.277 -5.365
C -0.169 -0.270 0.652
C 2.027 -2.265 1.009
N -2.915 -3.333 0.840
H -2.885 -2.762 -5.873
H 5.935 -0.383 -1.187
O -1.221 3.833 1.661
H 0.108 -5.238 -1.739
H 1.150 -3.295 -2.442
O -1.299 0.740 -4.656
C 2.037 -3.577 -1.875
O -2.614 -2.052 -2.073
H -0.744 2.642 -6.246
H 0.684 5.272 0.297
H 0.965 3.304 2.906
C 0.507 1.678 1.821
O 3.969 5.540 2.037
H 1.730 -1.461 1.682
C -0.568 2.686 -1.919
H 1.318 1.738 2.547
C -1.072 0.683 5.829
H -0.971 3.697 -1.866
O -1.448 2.948 -4.209
C -2.885 -2.518 -4.810
H -3.075 2.085 1.768
H 0.765 5.653 5.594
H -1.375 -5.445 2.448
H -2.137 -0.428 -2.782
C -2.981 -0.062 2.476
H -1.489 -4.562 -0.162
H -0.286 -0.890 -2.527
O 0.368 -1.228 -0.087
H -3.710 0.023 -2.164
C -2.643 2.761 3.532
O -2.443 1.587 -3.001
C 5.834 -0.724 -2.217
O 0.589 2.540 -1.080
O 1.497 -2.044 3.821
H -0.438 1.815 2.346
C -2.998 -0.347 4.825
H 5.609 5.203 0.877
H -3.008 0.697 1.694
C -1.083 3.746 4.950
H 4.449 0.940 0.061
C 3.166 4.489 1.979
C -0.214 5.711 -0.135
H 4.149 5.680 -0.026
H 0.523 5.381 7.355
O 1.188 -3.416 -4.795
C 1.319 1.383 -1.001
H -0.206 -3.675 -7.718
C 0.654 -3.039 -7.506
O -0.921 4.516 6.027
H -2.182 0.359 -1.299
C 4.718 5.831 0.891
O 2.937 3.719 1.047
H -1.035 -5.551 -2.896
H 5.061 6.855 0.748
H 0.003 -2.492 -2.726
H 6.615 -1.473 -2.350
H 0.394 3.309 -5.060
H 2.324 -4.549 -2.277
O -4.021 -2.967 0.385
C -0.496 -2.010 -0.929
C -0.501 -2.158 2.707
H -0.327 0.194 5.202
N 0.559 -1.432 3.402
C 0.407 -1.538 -3.065
O -2.234 -2.669 1.558
O -1.409 -0.027 0.757
H 1.443 -1.331 -2.799
H 3.021 -0.068 0.434
O 0.356 -0.237 3.559
H -3.965 -2.553 -4.666
C -0.424 -4.722 -2.538
O 4.594 -2.968 -1.042
O 0.929 0.316 -1.541
H 0.149 -4.322 -3.374
H -2.554 -1.493 -4.645
C 0.404 4.962 6.356
*
```

Record 3
A 2-piece molecular cluster, C35H72N3O5P overall in a non-equilibrium geometry, computed with ωB97M-V/def2-TZVPD.

Properties
Energy in Ha: -2258.511143
Molecular weight in g mol⁻¹: 645.95
Kohn-Sham gap in eV: 9.31
HOMO energy in eV: -8.939
SMILES: C#CCCCCO[C@@](C=C)(CCCN)CN(CCCCCCCCCCCCCC)CNC.CCOP(=O)(OCC)OCC

Structure (ORCA input):
```
! wB97M-V def2-TZVPD RIJCOSX def2/J DEFGRID3
* xyz 0 1
O -0.490 -7.872 2.314
H -1.162 2.691 -2.666
C 2.624 4.436 2.393
H -1.728 -0.574 -0.688
H 2.428 -1.356 -2.172
C 0.655 -1.011 -1.044
H -3.249 3.460 -0.615
H -1.764 -1.935 0.423
C 1.826 5.201 2.840
H -0.838 -9.982 4.138
O 3.298 3.187 -1.466
C 0.421 -6.113 -0.871
O -0.159 -5.734 1.499
H -2.828 1.447 -0.113
H 0.300 4.763 -2.529
H -5.984 4.672 0.004
H -1.215 1.660 0.523
H 1.182 4.470 0.051
N -0.941 2.444 -4.777
H -5.708 1.262 -2.442
N 2.785 0.357 -1.062
H 3.920 4.954 -2.316
H 0.829 -9.503 3.898
H -0.749 1.482 -4.521
H -3.618 4.928 0.278
H 4.914 1.156 1.206
C -2.749 2.429 1.829
H 2.355 5.071 -1.527
H -4.216 3.926 2.201
N 4.875 -0.508 -0.049
H 3.468 5.871 0.375
C -5.325 0.330 -0.582
H 2.803 2.740 1.117
H -1.523 0.050 2.258
C -2.241 1.403 0.805
O 1.902 -7.931 1.876
O 1.020 -6.311 3.544
C 2.083 2.631 -1.960
H 1.469 2.375 -4.016
C -1.426 -0.898 0.316
H -2.938 1.959 2.801
C 4.542 0.130 1.216
H 5.223 4.555 1.496
C 2.177 -0.994 -1.157
H 0.231 -9.546 1.312
H 2.182 -5.354 4.896
C 3.341 4.611 -1.451
C 4.060 5.138 -0.178
H -1.702 4.021 -3.670
H 2.451 -4.448 1.989
C -3.963 3.906 0.083
H -6.639 2.459 -0.021
H 3.906 2.826 2.455
H 3.469 0.140 1.441
H 0.248 -11.032 3.216
C 3.427 3.438 1.680
H 1.067 5.747 3.351
H 4.737 1.079 -1.343
H -1.431 -9.610 1.852
C -0.914 3.265 -3.561
C -0.018 -9.993 3.418
H -0.363 3.572 0.410
C 1.668 3.223 -3.354
H -4.356 -0.181 -0.557
H 3.084 -6.176 3.624
C -5.320 4.059 -0.620
H 0.434 -1.704 0.964
H -6.198 -0.965 -2.071
C 4.255 0.108 -1.192
C 2.419 1.141 -2.253
C 0.567 3.599 -0.147
H 0.605 -5.594 -1.811
H 3.069 -3.628 3.423
H 2.580 -1.664 -0.396
H 0.311 -2.001 -1.372
H 0.937 -4.404 0.343
H 0.449 4.708 -4.270
H 1.313 -6.706 -0.639
C -6.401 -0.663 -1.041
C -0.428 -9.288 2.140
H 0.346 1.705 -0.936
H 0.483 0.116 0.819
H -6.867 3.005 -1.664
H -6.428 -1.560 -0.419
H 5.086 -0.393 2.008
H -4.907 2.501 1.481
C 2.262 -4.260 3.052
H -1.990 3.198 2.018
C 0.387 4.076 -3.371
C 0.116 -0.822 0.398
H -7.379 -0.174 -0.988
H 4.439 -0.465 -2.114
H 4.967 5.652 -0.511
C 2.200 -5.565 3.827
H 4.699 -1.503 -0.021
H 0.154 -0.297 -1.704
H 1.321 -3.715 3.133
H 2.508 3.749 -3.812
P 0.816 -6.937 2.053
C 0.115 -5.119 0.231
H -3.157 -0.378 1.592
H -5.550 0.613 0.451
C -6.100 2.753 -0.926
H 3.275 1.179 -2.943
C -5.266 1.579 -1.492
H 1.588 0.711 -2.815
H -4.238 1.868 -1.718
C 0.936 2.618 -0.963
H -0.770 -4.542 -0.040
C 4.528 4.057 0.809
H -0.408 -6.808 -1.008
C -4.041 3.166 1.429
H -0.199 2.704 -5.417
C -2.147 -0.031 1.363
H -5.224 4.611 -1.561
H 5.118 3.305 0.284
*
```